# 1
139
Properties=species:S:1:pos:R:3 method="wB97M-V/def2-TZVPD" total_charge=-2 orbital_gap_ha=0.18355
Hg -3.028 -2.622 1.523
Zn 2.011 -2.025 3.008
S -0.087 -3.488 3.458
O -0.197 -4.547 4.451
O 0.520 -2.389 4.195
O 1.002 -3.627 2.501
O -1.317 -3.148 2.815
S -4.178 -0.373 -1.088
O -4.840 -0.998 -2.239
O -2.957 0.045 -1.801
O -4.823 0.868 -0.607
O -3.900 -1.249 0.036
C -0.031 1.102 0.472
F -0.582 1.586 -0.720
F 1.274 1.611 0.572
F -0.716 1.538 1.559
S 0.068 -0.873 0.466
O 0.554 -1.301 -0.861
O 1.062 -1.127 1.563
O -1.320 -1.317 0.708
C 5.121 -4.140 1.239
F 4.012 -4.862 1.161
F 5.707 -4.271 2.408
F 5.933 -4.660 0.278
S 4.732 -2.249 1.008
O 3.454 -1.965 1.703
O 5.914 -1.484 1.556
O 4.543 -2.083 -0.434
C -0.930 -0.885 -4.589
C -1.446 -2.063 -3.694
O -2.833 -2.242 -3.704
O -1.744 0.244 -4.316
H -0.905 -1.234 -5.621
H 0.116 -0.721 -4.332
H -1.268 -1.826 -2.645
H -0.917 -2.985 -3.932
H -3.040 -2.979 -4.283
H -1.400 0.983 -4.822
C 1.553 -4.526 -2.504
C 1.722 -4.590 -0.928
O 0.687 -4.385 -0.047
O 1.388 -3.179 -2.937
H 0.713 -5.140 -2.829
H 2.378 -4.978 -3.056
H 2.583 -3.939 -0.779
H 2.119 -5.570 -0.663
H 1.053 -4.318 0.838
H 1.364 -2.602 -2.171
C 3.128 -0.353 -3.551
C 4.410 -1.272 -3.674
O 5.352 -1.096 -2.629
O 3.458 1.008 -3.450
H 2.671 -0.495 -2.572
H 2.322 -0.420 -4.281
H 4.903 -0.973 -4.599
H 4.099 -2.312 -3.775
H 5.070 -1.533 -1.822
H 4.347 1.065 -3.092
C -3.813 2.146 2.588
C -2.978 3.404 2.242
O -3.849 4.540 2.366
O -4.983 1.836 1.750
H -4.006 2.245 3.656
H -3.197 1.263 2.416
H -2.586 3.363 1.226
H -2.176 3.478 2.976
H -4.476 4.257 3.034
H -4.851 1.545 0.845
C -2.876 4.671 -3.127
C -2.130 3.384 -2.712
O -2.840 2.713 -1.660
O -4.146 4.229 -3.654
H -2.406 5.182 -3.967
H -2.962 5.337 -2.268
H -1.158 3.543 -2.245
H -2.107 2.710 -3.568
H -2.631 1.776 -1.641
H -4.084 4.066 -4.598
C 4.896 2.368 1.035
C 4.901 1.543 -0.298
O 5.317 2.384 -1.366
O 6.087 3.076 1.386
H 4.661 1.628 1.800
H 4.011 3.004 1.016
H 3.941 1.047 -0.439
H 5.614 0.720 -0.246
H 4.646 3.043 -1.560
H 6.848 2.521 1.204
C 5.497 5.369 -2.758
C 4.214 6.049 -2.166
C 3.539 5.319 -0.929
O 2.909 4.128 -1.381
C 1.654 4.195 -1.979
N 4.667 7.336 -1.848
H 6.277 5.290 -2.000
H 5.812 5.888 -3.663
H 5.202 4.379 -3.104
H 3.526 6.195 -2.999
H 2.807 5.933 -0.405
H 4.309 5.015 -0.220
H 0.889 4.679 -1.372
H 1.257 3.197 -2.169
H 1.702 4.785 -2.894
H 4.638 7.920 -2.671
H 4.123 7.881 -1.193
C -2.759 -6.021 -0.027
C -2.945 -4.781 -0.921
C -4.407 -4.244 -0.931
O -4.784 -3.861 0.430
C -6.209 -3.559 0.507
N -2.094 -3.760 -0.330
H -2.966 -5.791 1.018
H -1.761 -6.416 -0.219
H -3.362 -6.838 -0.423
H -2.615 -4.880 -1.955
H -5.030 -5.056 -1.306
H -4.473 -3.395 -1.611
H -6.792 -4.328 0.001
H -6.522 -2.583 0.135
H -6.409 -3.616 1.577
H -1.847 -3.111 -1.063
H -1.172 -4.169 -0.286
C -0.625 1.024 5.073
C -1.497 0.325 6.104
C -2.962 0.958 6.233
O -3.633 0.126 7.159
C -5.015 0.462 7.452
N -1.624 -1.067 5.512
H -0.731 0.655 4.053
H 0.436 0.850 5.248
H -0.842 2.091 5.099
H -0.881 0.246 7.000
H -3.503 0.986 5.288
H -2.882 2.027 6.432
H -5.410 -0.203 8.219
H -5.483 0.323 6.477
H -5.158 1.488 7.790
H -1.945 -1.828 6.094
H -0.668 -1.272 5.257

---

# 2
116
Properties=species:S:1:pos:R:3 method="wB97M-V/def2-TZVPD" orbital_gap_ha=0.34261
C -0.097 2.519 -3.802
C -1.141 3.546 -3.220
C -2.482 3.231 -3.778
C -3.353 2.401 -3.199
S -3.170 1.494 -1.700
C -4.601 2.411 -4.078
O -5.749 2.326 -3.813
O -4.060 2.655 -5.347
C -3.151 3.697 -5.069
O -2.987 4.644 -5.755
H -0.618 1.902 -4.532
H 0.688 3.072 -4.314
H 0.277 1.900 -2.990
H -1.137 3.435 -2.137
H -0.805 4.552 -3.417
H -3.227 0.226 -2.164
C 0.156 0.639 0.530
Cl 1.276 -0.154 -0.587
Cl 0.777 0.507 2.176
Cl 0.000 2.340 0.091
Cl -1.430 -0.153 0.418
C 2.560 -2.747 4.321
Cl 2.407 -2.486 2.582
Cl 2.943 -1.220 5.122
Cl 1.038 -3.375 4.964
Cl 3.858 -3.911 4.626
C 0.720 -5.439 0.414
Cl 1.803 -6.232 -0.734
Cl 1.345 -5.651 2.055
Cl 0.616 -3.713 0.027
Cl -0.894 -6.141 0.300
C 6.526 -3.715 8.364
Cl 6.585 -5.268 9.199
Cl 5.367 -3.804 7.027
Cl 6.023 -2.453 9.494
Cl 8.131 -3.328 7.724
C -1.681 0.305 5.358
Cl -2.118 -1.116 6.327
Cl 0.020 0.705 5.650
Cl -1.918 -0.061 3.649
Cl -2.695 1.679 5.809
C 10.213 -7.297 10.551
Cl 9.651 -7.208 12.224
Cl 9.639 -5.884 9.664
Cl 11.980 -7.341 10.522
Cl 9.583 -8.771 9.799
C -5.478 5.251 -8.320
Cl -4.601 6.721 -7.859
Cl -4.327 4.064 -8.947
Cl -6.292 4.599 -6.900
Cl -6.676 5.618 -9.567
C 1.888 1.004 -6.867
Cl 2.288 0.178 -5.355
Cl 2.681 2.581 -6.903
Cl 2.446 0.034 -8.233
Cl 0.137 1.221 -6.972
C -0.978 7.615 -2.472
Cl -0.881 6.086 -1.582
Cl -2.099 7.425 -3.822
Cl -1.551 8.888 -1.391
Cl 0.625 8.032 -3.084
C 2.022 5.159 1.914
Cl 2.929 6.607 2.358
Cl 3.123 3.932 1.279
Cl 1.192 4.518 3.338
Cl 0.827 5.552 0.669
C 6.618 3.439 -8.127
Cl 6.170 2.002 -7.203
Cl 8.272 3.909 -7.723
Cl 6.509 3.086 -9.854
Cl 5.516 4.764 -7.726
C -8.014 4.163 -1.803
Cl -8.603 2.584 -2.332
Cl -7.972 5.273 -3.180
Cl -9.096 4.807 -0.561
Cl -6.389 3.997 -1.129
C -4.511 -4.219 1.381
Cl -4.145 -5.111 2.861
Cl -3.492 -2.774 1.301
Cl -4.183 -5.244 -0.021
Cl -6.206 -3.730 1.382
C 2.165 -10.251 -2.415
Cl 2.567 -11.134 -0.938
Cl 3.065 -8.732 -2.462
Cl 2.591 -11.229 -3.823
Cl 0.433 -9.899 -2.441
C 5.230 1.573 4.363
Cl 4.703 1.301 6.030
Cl 3.897 1.210 3.264
Cl 5.712 3.262 4.165
Cl 6.599 0.518 3.999
C -3.067 1.617 10.137
Cl -2.604 0.805 11.638
Cl -2.205 3.156 10.011
Cl -2.650 0.597 8.756
Cl -4.809 1.916 10.143
C -8.917 -0.489 1.809
Cl -9.744 -1.971 1.305
Cl -8.766 0.602 0.428
Cl -9.849 0.300 3.086
Cl -7.308 -0.899 2.416
C -5.239 9.572 -11.493
Cl -4.929 8.615 -10.039
Cl -4.319 11.081 -11.423
Cl -4.747 8.649 -12.919
Cl -6.966 9.940 -11.599
C 4.745 -8.718 10.152
Cl 6.499 -8.793 9.924
Cl 4.009 -7.793 8.838
Cl 4.084 -10.358 10.156
Cl 4.390 -7.935 11.696
C 2.163 -6.251 -5.934
Cl 1.367 -7.650 -6.663
Cl 1.473 -4.765 -6.599
Cl 1.919 -6.287 -4.185
Cl 3.894 -6.306 -6.287

---

One value per record, in order, for total energy: -7502.8246, -38433.2991 a.u..